1.
Here is an isolated ion of composition C19H22F2N and charge +1 in a non-equilibrium geometry from the OMol25 dataset. Energies are from the ωB97M-V functional and the def2-TZVPD basis.

CARTESIAN COORDINATES (ANGSTROEM)
C (1.769, 0.490, 1.742)
C (0.887, -0.729, 1.820)
C (1.656, -1.992, 1.523)
C (0.274, -0.847, 3.243)
C (-1.033, -0.086, 3.175)
C (-1.512, -0.090, 1.699)
N (-0.247, -0.282, 0.878)
C (-0.311, -0.541, -0.766)
C (-1.652, 0.044, -1.247)
C (-2.623, -0.884, -1.704)
C (-3.901, -0.466, -2.034)
C (-4.126, 0.898, -2.073)
F (-5.395, 1.287, -2.369)
C (-3.188, 1.856, -1.747)
C (-1.932, 1.432, -1.314)
C (0.981, -0.021, -1.452)
C (2.011, -0.966, -1.672)
C (3.304, -0.533, -1.921)
C (3.506, 0.828, -2.101)
F (4.805, 1.256, -2.158)
C (2.485, 1.759, -2.130)
C (1.183, 1.299, -1.938)
H (2.594, 0.411, 2.450)
H (2.165, 0.581, 0.713)
H (1.174, 1.387, 1.982)
H (2.500, -2.074, 2.242)
H (1.070, -2.918, 1.639)
H (2.114, -1.988, 0.523)
H (0.104, -1.909, 3.517)
H (1.000, -0.430, 3.986)
H (-1.803, -0.477, 3.864)
H (-0.846, 0.970, 3.466)
H (-2.382, -0.754, 1.540)
H (-1.738, 0.894, 1.359)
H (0.045, 0.732, 0.822)
H (-0.315, -1.570, -0.450)
H (-2.297, -1.928, -1.743)
H (-4.626, -1.202, -2.329)
H (-3.397, 2.908, -1.868)
H (-1.186, 2.178, -1.004)
H (1.737, -2.022, -1.620)
H (4.092, -1.264, -2.009)
H (2.695, 2.793, -2.359)
H (0.358, 1.967, -2.178)

Results
**Total charge**: +1
**Lowest unoccupied orbital energy**: -2.931 eV
**E_HOMO**: -12.4 eV
**Kohn-Sham gap**: 9.4189 eV
**Structure (SMILES)**: CC1(C)CCC[N@@H+]1C(c1ccc(F)cc1)c1ccc(F)cc1
**Multiplicity**: 1
**Energy relative to the best compared isomer or geometry (same formula, charge and spin)**: 5.4 kcal/mol

Atomic partial charges in e from the Mulliken method, atoms 1 to 8: -1.759, 1.245, -1.788, -0.750, -0.815, -0.465, -0.119, -0.628

=====

2.
Here is an isolated ion of composition C10H17N4 and charge +1 in a non-equilibrium geometry from the OMol25 dataset. Energies are from the ωB97M-V functional and the def2-TZVPD basis.

CARTESIAN COORDINATES (ANGSTROEM)
C (-1.136, -1.089, 0.407)
C (-0.315, -1.751, -0.585)
C (-1.060, -2.812, -1.293)
C (0.931, -2.587, -0.025)
N (0.122, -0.830, -1.655)
C (0.527, 0.288, -1.979)
N (0.581, 1.594, -1.252)
C (0.846, 1.821, 0.127)
C (1.377, 0.817, 0.832)
N (1.658, 0.903, 2.167)
C (1.575, 2.115, 2.716)
C (1.019, 3.165, 2.139)
C (0.345, 2.890, 0.852)
N (-0.534, 3.868, 0.520)
H (-2.059, -0.771, -0.131)
H (-1.659, -1.682, 1.218)
H (-0.615, -0.186, 0.686)
H (-0.567, -3.072, -2.278)
H (-2.075, -2.404, -1.332)
H (-1.069, -3.689, -0.645)
H (0.709, -2.933, 0.906)
H (1.092, -3.469, -0.746)
H (1.871, -2.058, -0.068)
H (0.734, 0.676, -3.010)
H (0.194, 2.307, -1.836)
H (1.580, -0.199, 0.294)
H (1.881, 0.051, 2.638)
H (2.120, 2.168, 3.678)
H (1.085, 4.150, 2.669)
H (-0.590, 4.783, 0.898)
H (-1.216, 3.875, -0.295)

Results
**Total charge**: +1
**Lowest unoccupied orbital energy**: -3.878 eV
**E_HOMO**: -12.1 eV
**Kohn-Sham gap**: 8.2526 eV
**Structure (SMILES)**: CC(C)(C)/N=C\Nc1c[nH]ccc1=[NH2+]
**Multiplicity**: 1
**Energy relative to the best compared isomer or geometry (same formula, charge and spin)**: 21.1 kcal/mol

Atomic partial charges in e from the Mulliken method, atoms 1 to 8: -1.226, 1.309, -1.638, -1.657, -0.282, -0.154, -0.336, 0.313

=====

3.
Here is one molecule with the formula C4H6INO in a non-equilibrium geometry from the OMol25 dataset. Energies are from the ωB97M-V functional and the def2-TZVPD basis.

CARTESIAN COORDINATES (ANGSTROEM)
C (-1.365, -0.606, 1.115)
C (-0.453, -0.004, 0.039)
C (-0.587, 0.887, -0.920)
O (0.417, 1.123, -1.748)
N (1.303, 0.159, -1.407)
C (0.908, -0.395, -0.136)
I (2.372, 0.546, 1.414)
H (-0.850, -1.134, 1.897)
H (-2.023, -1.303, 0.617)
H (-1.988, 0.088, 1.659)
H (-1.366, 1.617, -0.999)
H (2.262, 0.425, -1.527)
H (1.371, -1.401, -0.003)

Results
**Lowest unoccupied orbital energy**: 0.348 eV
**E_HOMO**: -8.1 eV
**Kohn-Sham gap**: 8.4030 eV
**Structure (SMILES)**: CC1=CON[C@H]1I
**Multiplicity**: 1
**Energy relative to the best compared isomer or geometry (same formula, charge and spin)**: 69.5 kcal/mol

Atomic partial charges in e from the Mulliken method, atoms 1 to 8: -1.202, 0.394, -0.284, -0.234, -0.214, -0.406, -0.186, 0.337

=====

4.
Here is one molecule with the formula C5H6O2 from the OMol25 dataset. Energies are from the ωB97M-V functional and the def2-TZVPD basis.

CARTESIAN COORDINATES (ANGSTROEM)
O (0.958, 2.181, 0.538)
C (0.571, 1.056, 0.326)
C (1.519, -0.114, 0.028)
O (0.835, -0.958, -0.905)
C (-0.154, -0.232, -1.423)
C (-1.382, -0.549, 0.683)
C (-0.884, 0.654, 0.291)
H (1.684, -0.705, 0.934)
H (2.479, 0.224, -0.359)
H (-0.883, -0.930, -1.865)
H (-0.742, -1.388, 0.949)
H (-2.448, -0.720, 0.757)
H (-1.554, 1.482, 0.047)

Results
**Lowest unoccupied orbital energy (spin up / spin down)**: 0.212 / 0.212 eV
**E_HOMO (spin up / spin down)**: -8.4 / -8.4 eV
**Kohn-Sham gap (spin up / spin down)**: 8.5707 / 8.5717 eV
**Multiplicity**: 1
**Energy relative to the best compared isomer or geometry (same formula, charge and spin)**: 102.7 kcal/mol

Atomic partial charges in e from the Mulliken method, atoms 1 to 8: -0.539, 0.559, -0.341, -0.279, -0.297, -0.749, -0.080, 0.263

=====

Number 1: E -991.3913 a.u.. Number 2: E -609.9402 a.u.. Number 3: E -583.6088 a.u.. Number 4: E -344.4383 a.u..